# C5H8N2

The molecule C5H8N2 (wB97M-V/def2-TZVPD, OMol25).

ΔE to the lowest compared entry with this formula, charge and spin: 11.6 kcal/mol
SMILES: Cn1ccc(N)c1
HOMO-LUMO gap: 8.6 eV
charge: 0

Atoms and positions in Å:
C -0.964 -1.560 -1.420
N -0.172 -0.668 -0.603
C 0.714 0.233 -1.117
C 0.989 1.182 -0.164
C 0.249 0.828 1.002
N 0.257 1.537 2.222
C -0.468 -0.306 0.700
H -0.435 -1.732 -2.362
H -1.113 -2.522 -0.921
H -1.944 -1.124 -1.650
H 1.127 0.088 -2.107
H 1.648 2.034 -0.276
H 1.146 2.000 2.367
H 0.081 0.928 3.012
H -1.115 -0.919 1.316